# 1
{"formula": "C14H9I2N2OReSbSe4", "method": "ωB97M-V with the def2-TZVPD basis set", "species": ["Re", "I", "C", "C", "C", "I", "C", "C", "C", "C", "N", "C", "C", "O", "H", "H", "H", "H", "Se", "Sb", "Se", "Se", "Se", "C", "C", "C", "N", "C", "C", "H", "H", "H", "H", "H"], "positions_angstrom": [[0.73, -0.47, -1.44], [-2.58, -4.49, -0.88], [-1.72, -3.38, 0.63], [-1.98, -3.49, 1.98], [-1.38, -2.76, 2.98], [-1.80, -3.07, 4.92], [-0.40, -1.71, 2.67], [0.38, -0.88, 3.51], [1.09, 0.18, 2.96], [1.14, 0.32, 1.57], [0.54, -0.53, 0.76], [-0.14, -1.55, 1.29], [-0.71, -2.39, 0.27], [-0.43, -2.05, -0.97], [-2.62, -4.32, 2.34], [0.43, -1.12, 4.57], [1.70, 0.76, 3.65], [1.72, 1.18, 1.20], [4.06, -2.57, -4.56], [4.12, -0.25, -4.75], [0.29, -0.69, -3.56], [2.89, -0.29, -1.25], [4.60, 2.03, -5.07], [-1.47, 3.91, -1.31], [-0.12, 3.82, -1.52], [0.53, 2.56, -1.35], [-0.17, 1.43, -1.08], [-1.48, 1.54, -0.83], [-2.15, 2.71, -0.98], [-1.97, 4.89, -1.36], [0.50, 4.68, -1.74], [1.57, 2.50, -1.50], [-1.98, 0.67, -0.46], [-3.16, 2.82, -0.69]], "total_charge": 3, "homo_ev": [-16.1, -16.1], "lumo_ev": [-11.73, -11.73], "de_lowest_kj_mol": 11.8, "orbital_gap_ev": [4.407, 4.405], "multiplicity": 1, "max_force_ev_per_a": 3.01, "e_tot_ha": -11242.2141}

# 2
{"formula": "C15H10I2NOPb", "method": "ωB97M-V with the def2-TZVPD basis set", "species": ["Pb", "C", "C", "C", "C", "C", "C", "H", "H", "H", "H", "H", "H", "I", "C", "C", "C", "I", "C", "C", "C", "C", "N", "C", "C", "O", "H", "H", "H", "H"], "positions_angstrom": [[-1.14, 0.81, -1.17], [-2.27, -1.51, 0.03], [-3.34, -0.63, 0.19], [-4.22, -0.41, -0.87], [-4.03, -1.07, -2.08], [-2.98, -1.98, -2.23], [-2.11, -2.21, -1.17], [-1.61, -1.71, 0.87], [-3.50, -0.13, 1.14], [-5.05, 0.28, -0.75], [-4.71, -0.90, -2.90], [-2.86, -2.51, -3.16], [-1.31, -2.93, -1.28], [-0.13, 3.89, 3.04], [1.16, 2.55, 2.10], [2.47, 2.39, 2.57], [3.33, 1.50, 1.98], [5.28, 1.34, 2.73], [2.90, 0.71, 0.89], [3.68, -0.26, 0.23], [3.16, -0.97, -0.83], [1.85, -0.71, -1.24], [1.08, 0.18, -0.65], [1.57, 0.89, 0.41], [0.68, 1.82, 1.03], [-0.56, 1.97, 0.57], [2.81, 2.99, 3.40], [4.69, -0.44, 0.57], [3.74, -1.72, -1.34], [1.42, -1.25, -2.08]], "total_charge": 1, "homo_ev": -10.9, "lumo_ev": -4.13, "de_lowest_kj_mol": 7.4, "orbital_gap_ev": 6.741, "multiplicity": 1, "max_force_ev_per_a": 0.71, "e_tot_ha": -1495.6479}

# 3
{"formula": "C15H10N4NaO7S2", "method": "ωB97M-V with the def2-TZVPD basis set", "species": ["Na", "C", "C", "N", "C", "C", "S", "C", "C", "S", "C", "N", "C", "H", "H", "H", "H", "H", "H", "H", "H", "O", "C", "O", "C", "C", "C", "C", "C", "C", "O", "N", "O", "O", "N", "O", "O", "H", "H"], "positions_angstrom": [[0.72, 0.08, -1.50], [-1.78, 1.16, -3.92], [-1.30, 1.99, -2.79], [-0.09, 1.96, -2.34], [0.09, 2.75, -1.23], [-1.02, 3.45, -0.85], [-2.33, 3.07, -1.89], [1.34, 2.61, -0.49], [1.67, 3.19, 0.69], [3.15, 2.53, 1.26], [3.22, 1.50, -0.13], [2.24, 1.68, -0.95], [4.31, 0.51, -0.33], [-1.10, 0.32, -4.04], [-1.82, 1.73, -4.85], [-2.78, 0.77, -3.71], [-1.17, 4.10, -0.01], [1.14, 3.92, 1.28], [4.95, 0.43, 0.55], [4.93, 0.78, -1.19], [3.85, -0.46, -0.54], [2.01, -1.73, -0.53], [0.80, -1.98, -0.77], [0.25, -1.88, -1.89], [-0.12, -2.16, 0.42], [-0.28, -3.30, 1.15], [-1.17, -3.32, 2.24], [-1.90, -2.19, 2.57], [-1.73, -1.02, 1.86], [-0.81, -0.92, 0.74], [-0.61, 0.11, 0.07], [-2.52, 0.11, 2.26], [-3.55, -0.11, 2.91], [-2.14, 1.24, 2.01], [-1.34, -4.51, 3.00], [-2.11, -4.51, 3.97], [-0.69, -5.50, 2.69], [0.27, -4.19, 0.90], [-2.58, -2.21, 3.40]], "total_charge": -1, "homo_ev": -4.8, "lumo_ev": 2.01, "de_lowest_kj_mol": 69.2, "orbital_gap_ev": 6.842, "multiplicity": 1, "max_force_ev_per_a": 1.66, "e_tot_ha": -2281.9983}

# 4
{"formula": "C15H10N6O2Pd", "method": "ωB97M-V with the def2-TZVPD basis set", "species": ["Pd", "O", "C", "C", "C", "C", "C", "C", "C", "O", "N", "N", "C", "C", "C", "C", "C", "C", "N", "H", "H", "H", "H", "H", "H", "H", "H", "H", "H", "N", "C", "N", "C", "N"], "positions_angstrom": [[-0.10, -0.30, -0.12], [4.41, -0.75, -0.23], [4.68, 0.56, -0.33], [6.02, 0.95, -0.44], [6.35, 2.29, -0.52], [5.35, 3.27, -0.50], [4.03, 2.90, -0.42], [3.67, 1.55, -0.34], [2.27, 1.16, -0.32], [1.92, -0.06, 0.03], [1.35, 2.04, -0.66], [0.13, 1.54, -0.63], [-0.97, 2.18, -1.04], [-2.16, 1.46, -0.89], [-3.46, 1.90, -1.26], [-4.55, 1.13, -0.95], [-4.38, -0.06, -0.23], [-3.10, -0.48, 0.07], [-2.02, 0.21, -0.29], [3.44, -0.85, -0.09], [6.78, 0.18, -0.46], [7.39, 2.58, -0.58], [5.62, 4.31, -0.56], [3.24, 3.64, -0.40], [-0.89, 3.18, -1.43], [-3.56, 2.84, -1.78], [-5.54, 1.44, -1.25], [-5.22, -0.66, 0.08], [-2.92, -1.41, 0.59], [-0.17, -2.20, 0.30], [0.33, -3.27, 0.40], [0.73, -4.41, 0.66], [1.34, -5.37, 0.07], [1.90, -6.27, -0.38]], "homo_ev": -8.4, "lumo_ev": -2.12, "de_lowest_kj_mol": 21.6, "orbital_gap_ev": 6.316, "multiplicity": 1, "max_force_ev_per_a": 3.63, "e_tot_ha": -1184.4776}

# 5
{"formula": "C15H11BF4N2O7S2W", "method": "ωB97M-V with the def2-TZVPD basis set", "species": ["W", "O", "C", "C", "C", "C", "C", "C", "C", "N", "C", "C", "N", "H", "H", "H", "H", "H", "H", "H", "O", "S", "O", "O", "C", "C", "C", "C", "C", "C", "S", "O", "O", "O", "H", "H", "H", "H", "F", "B", "F", "F", "F"], "positions_angstrom": [[-0.27, 0.23, -0.35], [0.35, -1.41, -0.70], [0.06, -2.76, -0.66], [0.75, -3.62, -1.48], [0.37, -4.95, -1.49], [-0.68, -5.39, -0.68], [-1.33, -4.50, 0.16], [-0.95, -3.16, 0.20], [-1.55, -2.20, 1.11], [-1.39, -0.87, 1.12], [-2.14, -0.36, 2.18], [-2.73, -1.39, 2.80], [-2.36, -2.53, 2.12], [1.55, -3.25, -2.10], [0.90, -5.65, -2.12], [-0.99, -6.42, -0.72], [-2.14, -4.87, 0.78], [-2.20, 0.69, 2.40], [-3.39, -1.41, 3.65], [-2.62, -3.46, 2.38], [1.73, 2.59, -2.75], [1.12, 2.24, -1.54], [1.53, 0.89, -0.93], [-0.36, 1.96, -1.56], [1.52, 3.40, -0.27], [2.25, 4.50, -0.67], [2.68, 5.42, 0.28], [2.39, 5.24, 1.62], [1.66, 4.13, 2.04], [1.23, 3.20, 1.11], [0.25, 1.89, 1.74], [0.87, 0.54, 1.39], [-0.05, 2.08, 3.10], [-0.94, 1.79, 0.78], [2.48, 4.63, -1.72], [3.25, 6.28, -0.04], [2.72, 5.96, 2.35], [1.41, 3.98, 3.08], [-0.82, -0.60, -5.15], [-0.76, -0.90, -3.89], [-1.89, 0.04, -1.19], [-1.53, -1.80, -3.32], [0.02, -0.16, -3.07]], "total_charge": 2, "homo_ev": -15.4, "lumo_ev": -9.16, "de_lowest_kj_mol": 36.9, "orbital_gap_ev": 6.264, "multiplicity": 1, "max_force_ev_per_a": 0.74, "e_tot_ha": -2501.8756}

# 6
{"formula": "C15H11BrNO5SeZn", "method": "ωB97M-V with the def2-TZVPD basis set", "species": ["Zn", "O", "C", "O", "C", "O", "C", "C", "O", "O", "H", "H", "H", "H", "H", "Br", "C", "C", "C", "C", "C", "C", "C", "C", "C", "C", "H", "H", "H", "H", "H", "H", "Se", "C", "N"], "positions_angstrom": [[-1.40, 0.14, -0.02], [-2.82, 2.90, -2.54], [-1.84, 2.33, -1.74], [-1.91, 1.02, -1.69], [-1.83, 3.03, -0.40], [-0.77, 2.45, 0.35], [0.49, 2.80, -0.21], [0.56, 2.90, -1.73], [1.63, 3.15, -2.24], [-0.54, 2.74, -2.44], [-3.17, 2.16, -3.06], [-2.76, 2.81, 0.14], [-1.70, 4.11, -0.50], [1.21, 2.04, 0.10], [0.82, 3.77, 0.18], [-1.36, -2.25, -1.67], [0.26, -2.78, -0.82], [0.83, -3.94, -1.25], [2.02, -4.40, -0.66], [2.58, -3.70, 0.36], [2.00, -2.49, 0.83], [2.59, -1.78, 1.90], [2.02, -0.63, 2.35], [0.85, -0.13, 1.74], [0.22, -0.76, 0.69], [0.81, -1.99, 0.23], [0.36, -4.50, -2.05], [2.47, -5.32, -1.01], [3.49, -4.05, 0.84], [3.50, -2.17, 2.34], [2.47, -0.09, 3.18], [0.42, 0.79, 2.14], [-4.75, 0.94, 3.46], [-3.71, 0.58, 2.05], [-3.03, 0.35, 1.13]], "total_charge": -1, "homo_ev": -5.1, "lumo_ev": 2.63, "de_lowest_kj_mol": 0.0, "orbital_gap_ev": 7.677, "multiplicity": 1, "max_force_ev_per_a": 0.16, "e_tot_ha": -7764.0919}